[1]
ORCA calculation (ωB97M-V/def2-TZVPD) on C34H28ClF4IN3O2S3V as an isolated structure.

The geometry in XYZ format:
```
77
Properties=species:S:1:pos:R:3:forces:R:3
I -3.37145 3.28752 -0.57352 0.02 0.03 0.07
V 0.41250 0.09214 -0.01072 -0.43 0.05 1.21
Cl -3.08422 1.84968 -6.07066 -0.02 0.00 -0.01
S 5.32172 -2.28781 0.90794 0.00 0.00 0.00
S 1.09056 -3.71625 -0.88107 0.03 0.00 -0.06
S 5.32987 -1.07296 -2.07159 0.07 0.17 0.04
F 2.33125 5.79158 -0.21536 0.04 0.02 0.00
F 0.34731 4.12909 0.42573 0.17 -0.07 0.03
F 3.52636 0.75404 1.41742 -0.11 0.35 -0.10
F 5.48266 2.39196 0.65481 -0.10 0.07 -0.01
O 1.80993 -0.95110 -0.24816 0.31 -0.59 -0.02
O -1.06714 1.02372 -0.65042 -0.85 0.57 0.14
N -0.20000 -0.54832 -2.52282 0.12 0.18 0.25
N 0.86581 1.47576 1.27058 0.09 -0.33 -0.36
N -0.97544 -0.41650 2.09756 0.28 0.10 -0.64
C 1.33962 -4.94736 -2.03989 0.05 0.02 -0.03
C 1.61754 3.69218 0.53925 0.01 0.22 -0.11
C -2.72331 -1.29477 0.47704 0.09 -0.11 -0.20
C -0.56064 -1.58078 2.89492 -0.02 -0.13 0.10
C -0.26024 1.95079 2.05463 -0.32 0.01 0.00
C 3.20018 1.98764 0.99344 0.38 -0.10 0.02
C 4.21878 2.84421 0.61059 0.01 -0.05 0.01
C 5.11859 -2.82926 2.51414 -0.08 0.01 0.03
C 2.53168 -2.90414 -1.34254 0.28 -0.21 -0.07
C -3.01388 2.34074 -3.42857 0.12 -0.13 0.00
C 3.63534 -2.05491 0.70548 0.13 -0.19 0.10
C -0.72336 -2.92494 2.21685 -0.03 -0.02 -0.02
C 4.23555 1.08446 -2.86187 0.09 -0.10 -0.01
C -0.09590 -1.23440 -4.81309 -0.09 0.09 0.08
C 3.74894 -0.72572 -1.48758 0.24 -0.03 -0.21
C -2.39219 -0.44870 1.69722 -0.21 0.15 0.05
C 2.48770 -4.75410 -2.74162 -0.15 -0.03 0.07
C -1.00270 -0.28597 -5.19194 0.04 0.02 0.09
C 1.86070 2.37824 0.95516 0.08 0.15 -0.11
C 3.29544 0.44935 -2.00972 0.03 -0.01 0.06
C -1.54306 0.57427 -4.21005 -0.14 0.04 -0.16
C 2.95572 -1.65150 -0.58927 -0.27 0.21 -0.03
C 2.64404 4.55086 0.18550 0.00 -0.18 0.04
C 2.96040 -2.38439 1.84211 0.09 0.05 -0.07
C -0.71720 0.78885 2.91182 0.03 0.13 0.25
C -2.55110 2.16019 -2.10589 -0.04 -0.07 -0.32
C 3.17654 -3.58214 -2.33444 -0.08 0.13 0.03
C 3.80993 -2.82062 2.88717 0.15 -0.02 -0.03
C -2.51670 1.58240 -4.44916 0.03 0.02 0.07
C 0.27149 -1.33564 -3.45694 0.19 -0.14 -0.06
C -1.57596 1.23000 -1.83095 0.07 0.01 0.04
C 3.96659 4.14211 0.20514 -0.26 -0.19 0.08
C -1.09136 0.40477 -2.89240 -0.17 0.05 -0.02
C 5.38288 0.36803 -2.98755 -0.05 0.02 0.01
H -3.62478 -0.90350 0.00782 -0.06 0.01 -0.04
H 0.98403 -2.09118 -3.15091 0.02 0.00 0.03
H -1.92992 -1.25758 -0.27856 -0.13 0.00 0.13
H 4.10173 -3.25303 -2.77651 0.04 0.00 -0.03
H -1.08400 2.29175 1.41211 0.09 0.01 0.10
H -1.60958 1.05457 3.49284 0.01 -0.04 0.00
H 4.76335 4.80495 -0.08437 0.10 0.08 -0.03
H -3.76220 3.09222 -3.63249 -0.03 0.01 -0.03
H 4.06069 2.02829 -3.35076 -0.01 0.09 -0.05
H -2.67186 0.58375 1.47955 0.05 -0.04 -0.03
H -1.75858 -3.25440 2.19552 -0.06 -0.01 0.02
H -0.35687 -2.89760 1.19378 0.02 0.01 -0.03
H 0.49030 -1.42019 3.14697 -0.08 -0.01 -0.01
H -0.15244 -3.67908 2.75688 0.05 -0.03 0.04
H -2.90177 -2.33877 0.71518 -0.02 -0.05 0.02
H 2.82884 -5.41159 -3.52285 0.04 -0.09 -0.09
H -1.11807 -1.58738 3.84596 0.03 0.06 -0.05
H 1.89074 -2.30590 1.92574 -0.08 -0.01 -0.05
H 6.26087 0.60588 -3.55897 0.11 0.05 -0.07
H 0.34235 -1.91266 -5.52853 0.02 -0.04 -0.05
H 3.46567 -3.10808 3.86741 -0.02 -0.03 0.09
H 2.31792 0.86085 -1.80077 0.06 -0.01 -0.01
H 5.97750 -3.10024 3.10026 0.09 -0.02 0.07
H -1.31156 -0.18216 -6.22167 -0.02 0.00 -0.04
H -3.00675 -0.76762 2.55356 0.04 0.03 0.00
H 0.62281 -5.73958 -2.14872 -0.10 -0.11 -0.01
H 0.02565 2.79564 2.69186 0.00 -0.12 0.00
H 0.07613 0.54368 3.62071 -0.01 0.10 -0.06
```
Positions in Å, forces in eV/Å.

- Total charge: 0
- E_HOMO (spin up / spin down): -0.278 / -0.293 Eh
- ΔE to the lowest compared entry with this formula, charge and spin: 52.96 kJ/mol
- Multiplicity: 3
- Total energy: -133965.0835 eV
- ⟨S²⟩: 2.0146
- Kohn-Sham gap (spin up / spin down): 7.48 / 7.78 eV


[2]
ORCA calculation (ωB97M-V/def2-TZVPD) on C26H35MoN2 as an isolated structure.

The geometry in XYZ format:
```
64
Properties=species:S:1:pos:R:3:forces:R:3
Mo 0.35779 0.31927 -1.32714 -1.54 -2.92 1.42
N 0.69235 -0.86454 3.38598 -0.22 0.07 0.40
N 2.48633 0.56116 3.15752 0.48 0.10 -0.01
C 1.56272 2.07686 -0.76442 0.00 0.83 -1.18
C 0.16433 2.40382 -0.63173 0.48 0.25 -0.84
C -0.28307 -2.85206 -1.79778 -0.32 -0.23 0.13
C 1.47539 0.06075 3.94994 -0.49 -0.10 0.51
C 0.36185 1.62875 -4.33305 -0.07 -0.12 -0.29
C -1.83698 2.70770 -2.27009 -0.42 0.07 -0.04
C -4.07621 -1.83067 -0.53185 -0.47 -0.51 1.18
C -0.53882 2.77044 0.63187 -0.22 -0.02 0.37
C -2.95823 -2.24141 0.15004 -0.28 0.23 -0.14
C -0.49299 -3.76709 0.50639 -0.02 0.06 0.00
C 0.22121 0.04031 6.01548 0.30 0.00 -0.54
C -0.59731 -0.93230 5.42596 -0.06 -0.26 -0.49
C 0.56151 1.87494 -2.87511 0.20 0.83 0.85
C -0.43927 2.32116 -1.94094 0.69 0.33 0.06
C 1.80969 1.74806 -2.15332 0.31 0.81 0.36
C 1.26992 0.56204 5.25900 -0.25 -0.42 -0.21
C 3.11303 1.36909 -2.76921 0.38 0.05 -0.26
C 1.87606 -1.28025 -0.71949 -0.10 0.29 0.14
C -2.77303 -0.31200 -1.88931 -1.73 0.03 0.34
C -1.67803 -0.48764 -1.04232 1.81 -0.77 -2.35
C -1.64704 -1.63709 -0.15394 -2.53 1.13 0.46
C 2.56714 2.15432 0.33277 0.17 -0.12 0.28
C 0.77252 -1.57612 0.10853 0.15 0.73 -0.62
C -0.41252 -2.46251 -0.30844 1.65 -0.73 0.10
C -4.00100 -0.92615 -1.60173 1.59 0.55 -0.67
C -0.33012 -1.33974 4.11492 0.25 0.43 0.54
H -1.35462 -4.35472 0.15792 0.26 0.01 0.19
H -0.58502 3.85816 0.77820 0.06 -0.19 -0.12
H 2.79252 3.19610 0.59510 -0.11 -0.11 -0.17
H 3.85834 1.12524 -2.00542 -0.14 -0.03 -0.18
H 0.41185 -4.37193 0.35506 -0.23 0.24 0.12
H -0.96417 -2.08362 3.62337 0.20 0.18 0.19
H 0.04327 0.36984 7.04247 0.09 -0.07 -0.40
H -5.07230 -2.20133 -0.26475 0.51 -0.08 -0.01
H -1.43281 -1.38984 5.94935 0.19 0.19 0.01
H 0.59693 -3.48301 -1.96143 -0.18 0.12 0.03
H -1.17413 -3.41208 -2.11077 0.16 0.09 -0.01
H 2.99541 0.49927 -3.42889 0.13 0.15 0.16
H -2.53153 2.40625 -1.47957 0.06 0.07 -0.13
H 1.95767 1.31734 5.63212 -0.22 -0.13 0.11
H 2.21264 1.67118 1.25112 0.04 0.15 -0.28
H 2.05606 -1.82065 -1.65643 -0.04 0.20 0.25
H 0.44737 2.55234 -4.91904 0.02 -0.10 0.17
H -3.04561 -2.96723 0.95797 0.01 0.00 -0.33
H -2.16363 2.23996 -3.20324 0.01 0.18 0.11
H -0.03680 2.34323 1.50853 -0.05 0.07 -0.18
H 1.10760 0.92845 -4.72061 -0.10 0.09 0.04
H 2.76338 -0.78861 -0.30768 -0.24 -0.41 0.00
H -0.62974 1.20964 -4.53295 0.13 0.05 -0.01
H -0.61734 -3.55696 1.57778 0.10 -0.11 -0.23
H -1.50264 -0.70713 0.54960 -0.17 -0.87 0.80
H -0.21498 -1.97187 -2.45925 0.05 -0.14 0.07
H -2.67325 0.26609 -2.80548 -0.13 0.25 0.45
H 3.52421 2.18463 -3.38125 -0.08 -0.14 0.14
H 0.83316 -1.34835 1.18855 -0.15 0.06 -0.60
H 3.51054 1.68480 0.04195 -0.11 0.02 0.04
H 2.85090 -0.06814 2.44919 -0.17 0.11 0.32
H -1.93918 3.79448 -2.39385 0.15 -0.21 0.02
H -1.57062 2.39650 0.63083 0.17 0.11 0.00
H 3.19462 1.11136 3.62880 -0.13 -0.24 -0.13
H -4.87531 -0.71850 -2.21581 0.15 -0.15 0.09
```
Positions in Å, forces in eV/Å.

- Total charge: +1
- E_HOMO (spin up / spin down): -0.381 / -0.358 Eh
- ΔE to the lowest compared entry with this formula, charge and spin: 0.00 kJ/mol
- Multiplicity: 3
- Total energy: -32356.4624 eV
- ⟨S²⟩: 2.0243
- Kohn-Sham gap (spin up / spin down): 6.33 / 5.59 eV


[3]
ORCA calculation (ωB97M-V/def2-TZVPD) on a 2-piece molecular cluster, C6H10O overall.

The geometry in XYZ format:
```
17
Properties=species:S:1:pos:R:3:forces:R:3
O -2.72097 1.07442 -0.65855 3.21 0.63 -1.35
C 0.13810 -0.43424 1.58320 -0.43 0.35 0.59
C 2.09370 0.04289 -0.32537 1.11 -1.63 -1.68
C 0.73262 -0.09868 0.27041 2.62 2.24 -0.29
C -0.45928 -0.78321 0.22804 0.88 0.10 2.35
C -1.24050 -1.57151 -0.37979 -3.45 -3.63 -1.33
C 1.16026 1.22544 -0.27970 -0.99 0.29 -1.22
H -2.02099 -2.23206 0.13792 1.10 1.38 -0.63
H -0.18902 0.44212 2.21471 0.09 -1.29 -0.69
H -1.87998 1.20189 -0.09250 -2.11 -0.39 -1.15
H 3.02908 0.06217 0.26942 -1.04 0.06 0.11
H 0.63011 1.67549 -1.15367 0.62 -0.95 0.38
H 2.32485 -0.59524 -1.26823 -0.76 1.62 1.31
H 0.57775 -1.31008 2.07769 -0.27 0.54 0.13
H -1.18946 -1.75215 -1.45823 0.12 0.21 0.28
H -2.28213 1.04913 -1.59248 -1.36 0.01 2.42
H 1.29585 2.00361 0.42714 0.69 0.44 0.78
```
Positions in Å, forces in eV/Å.

- Total charge: 0
- E_HOMO: -0.345 Eh
- ΔE to the lowest compared entry with this formula, charge and spin: 357.54 kJ/mol
- Multiplicity: 1
- Total energy: -8427.5347 eV
- Structure (SMILES): C=C1CC12CC2.O
- Kohn-Sham gap: 10.22 eV


no.,F_max (eV/A)
1,1.28
2,3.59
3,5.18